1.
{
  "formula": "C19H21ILaN3O6S2",
  "method": "ωB97M-V/def2-TZVPD",
  "homo_ev": -7.57,
  "homo_lumo_gap_ha": 0.2636,
  "total_charge": 0,
  "e_tot_ev": -67434.011,
  "symbols": ["La", "O", "C", "O", "C", "O", "C", "C", "O", "O", "H", "H", "H", "H", "H", "C", "C", "C", "C", "C", "C", "C", "C", "C", "H", "H", "H", "H", "H", "H", "H", "H", "H", "H", "H", "H", "S", "C", "C", "N", "C", "S", "C", "N", "N", "C", "O", "C", "I", "H", "H", "H", "H"],
  "positions_angstrom": [[-0.178, 0.063, 0.251], [-1.179, 1.211, -4.055], [-1.068, 1.309, -2.751], [-0.218, 0.711, -2.119], [-2.092, 2.221, -2.112], [-2.189, 1.963, -0.726], [-1.710, 3.034, 0.105], [-0.151, 3.023, 0.146], [0.461, 3.925, -0.393], [0.347, 2.010, 0.737], [-0.538, 0.582, -4.431], [-3.066, 2.043, -2.586], [-1.797, 3.258, -2.310], [-2.099, 2.827, 1.107], [-2.090, 4.000, -0.251], [3.186, -2.291, 1.752], [2.906, -1.274, 0.685], [2.523, -1.674, -0.597], [2.409, -0.749, -1.638], [2.106, -1.224, -3.031], [2.668, 0.596, -1.372], [3.020, 1.031, -0.091], [3.365, 2.468, 0.156], [3.121, 0.085, 0.930], [4.243, -2.560, 1.728], [2.605, -3.199, 1.606], [2.968, -1.902, 2.745], [2.384, -2.729, -0.806], [1.169, -1.779, -3.054], [2.894, -1.889, -3.381], [2.042, -0.388, -3.722], [2.646, 1.317, -2.180], [2.704, 3.133, -0.397], [4.391, 2.662, -0.161], [3.280, 2.711, 1.213], [3.441, 0.402, 1.915], [-2.220, 0.301, 2.092], [-1.647, -0.785, 3.334], [-2.112, -0.491, 4.630], [-2.508, -0.208, 5.670], [-0.821, -1.860, 3.137], [-0.125, -2.361, 1.607], [-0.477, -2.706, 4.204], [-0.190, -3.444, 5.037], [-3.045, -2.489, 0.564], [-3.030, -1.502, -0.323], [-1.991, -1.158, -0.905], [-4.340, -0.838, -0.653], [-4.473, -0.660, -2.781], [-2.124, -2.816, 0.891], [-3.854, -2.691, 1.127], [-4.339, 0.173, -0.242], [-5.210, -1.389, -0.302]],
  "forces_ev_per_angstrom": [[0.3, -4.1, -1.2], [-0.2, 0.2, -0.4], [0.0, -0.2, 0.2], [-0.1, 0.2, -0.7], [-0.2, 0.0, -0.1], [0.3, -0.1, -0.1], [0.3, 0.3, 0.4], [-1.1, 1.9, -0.6], [0.1, -0.1, -0.1], [1.3, 3.0, 1.4], [0.0, 0.1, 0.3], [0.2, 0.0, 0.1], [0.0, -0.1, 0.0], [0.0, 0.0, -0.2], [0.2, -0.2, 0.0], [0.0, -0.1, 0.0], [0.1, 0.0, 0.0], [0.0, 0.2, 0.0], [0.3, 0.0, 0.1], [0.0, 0.0, 0.1], [0.1, -0.1, 0.2], [0.2, -0.2, -0.2], [-0.1, 0.0, -0.1], [-0.1, -0.1, -0.2], [0.1, 0.0, 0.0], [0.0, 0.0, 0.0], [-0.1, 0.0, 0.0], [-0.1, 0.0, 0.0], [-0.1, 0.0, -0.1], [0.0, 0.0, 0.0], [0.0, 0.1, -0.1], [-0.1, 0.0, 0.0], [0.0, 0.0, 0.0], [0.1, 0.0, 0.0], [0.0, 0.0, 0.0], [-0.1, 0.0, 0.1], [-0.6, 0.3, 0.5], [0.6, -0.7, -1.0], [-0.3, 0.1, 0.8], [-0.1, 0.0, 0.2], [-0.5, 0.9, -0.7], [0.2, -0.7, 0.6], [0.1, -0.4, 0.8], [0.1, -0.2, 0.2], [0.0, -0.1, -0.2], [-0.4, -0.7, 0.2], [0.0, 0.1, -0.3], [0.0, 0.1, -0.1], [-0.2, 0.0, 0.1], [-0.2, 0.1, 0.0], [0.0, 0.1, -0.1], [0.0, -0.1, -0.1], [0.1, 0.0, 0.0]],
  "lowdin_charge": [1.786, 0.166, -0.467, -0.048, -0.104, -0.201, -0.104, -0.619, 0.077, -0.311, 0.153, 0.099, 0.158, 0.091, 0.138, -0.074, -0.327, -0.064, -0.313, -0.044, -0.048, -0.292, -0.035, -0.029, 0.091, 0.052, 0.084, 0.131, 0.084, 0.090, 0.072, 0.130, 0.065, 0.092, 0.089, 0.131, 0.595, -0.723, -0.304, 0.173, -0.711, 0.575, -0.309, 0.170, 0.180, -0.730, -0.246, -0.519, 0.914, 0.004, 0.128, 0.049, 0.054]
}

---

2.
{
  "formula": "C19H21IN2Ru",
  "method": "ωB97M-V/def2-TZVPD",
  "homo_ev": [-14.98, -15.01],
  "homo_lumo_gap_ha": [0.2346, 0.2166],
  "total_charge": 2,
  "spin_multiplicity": 5,
  "e_tot_ev": -33686.455,
  "symbols": ["C", "C", "H", "H", "H", "H", "H", "H", "C", "C", "C", "C", "H", "H", "H", "H", "N", "C", "C", "N", "C", "C", "C", "H", "H", "C", "H", "H", "Ru", "I", "C", "C", "C", "C", "C", "C", "C", "H", "H", "H", "H", "H", "H", "H"],
  "positions_angstrom": [[2.310, 0.651, 3.781], [1.943, -0.810, 3.754], [2.954, 1.060, 4.558], [1.339, 1.195, 3.828], [2.818, 1.084, 2.873], [1.221, -0.726, 2.884], [2.552, -1.571, 3.412], [1.282, -1.046, 4.609], [0.401, 2.538, -1.827], [0.853, 3.419, -2.801], [0.944, 2.952, -4.094], [0.639, 1.628, -4.420], [0.444, 2.701, -0.744], [1.151, 4.401, -2.477], [1.281, 3.635, -4.850], [0.850, 1.232, -5.401], [-0.064, 1.318, -2.186], [0.093, 0.753, -3.463], [-0.039, -0.780, -3.451], [-0.313, -1.250, -2.154], [-0.055, -2.519, -1.757], [0.362, -3.111, -4.015], [0.181, -3.514, -2.702], [0.012, -2.626, -0.658], [0.246, -4.537, -2.348], [0.346, -1.765, -4.372], [0.668, -1.465, -5.352], [0.530, -3.875, -4.734], [0.230, 0.007, -0.720], [2.821, -0.137, -0.697], [-1.493, 0.195, 0.245], [-1.634, 0.077, 1.725], [-1.828, -1.164, 2.337], [-2.245, -1.194, 3.669], [-2.451, 0.014, 4.357], [-2.182, 1.256, 3.748], [-1.725, 1.280, 2.432], [-1.909, -0.681, -0.307], [-1.807, 1.188, -0.128], [-1.688, -2.059, 1.736], [-2.424, -2.148, 4.152], [-2.776, -0.001, 5.393], [-2.341, 2.200, 4.276], [-1.498, 2.198, 1.890]],
  "forces_ev_per_angstrom": [[0.6, 2.0, -0.6], [-3.5, 1.9, -1.1], [-0.1, -0.5, 0.5], [0.7, -0.1, 0.2], [-0.5, -0.9, 0.4], [0.1, -0.7, 0.6], [2.0, -1.3, 0.1], [0.8, -0.3, -0.3], [-0.5, -0.7, -1.0], [-0.2, -0.4, 1.0], [-0.2, -0.1, 0.0], [-0.7, -1.5, 0.3], [-0.2, 0.5, -0.5], [0.2, 0.2, -0.3], [0.2, 0.0, -0.4], [0.0, 0.2, -0.2], [0.6, 0.5, -2.3], [0.7, 1.4, 1.1], [0.1, -1.0, 1.5], [0.8, -1.0, -2.7], [-0.4, 0.6, -0.7], [-0.4, 0.0, 0.8], [0.0, 0.4, 0.8], [-0.4, -0.6, -0.7], [0.2, 0.0, -0.4], [-0.4, 1.5, 0.2], [-0.1, 0.0, -0.4], [0.3, -0.3, -0.7], [2.2, 0.0, 3.2], [-0.3, 0.0, 0.4], [-1.5, -0.3, 1.9], [0.7, 0.3, -1.9], [-0.3, 0.0, 0.6], [0.2, 0.2, -0.5], [0.4, 0.2, -0.3], [0.2, 0.0, -0.4], [-0.4, 0.1, 0.7], [-0.2, 0.6, 0.3], [-0.1, -0.5, 0.0], [-0.2, 0.0, 0.3], [0.0, 0.1, 0.0], [-0.1, -0.1, -0.2], [0.1, -0.4, 0.0], [-0.2, 0.0, 0.4]],
  "lowdin_charge": [-0.186, -0.155, 0.065, 0.060, 0.061, 0.038, 0.034, 0.083, -0.119, 0.006, 0.017, 0.046, 0.119, 0.133, 0.135, 0.130, -0.132, -0.123, -0.121, -0.135, -0.117, 0.018, 0.012, 0.120, 0.137, 0.044, 0.130, 0.130, 1.046, 0.293, -0.173, -0.293, -0.029, -0.024, -0.003, -0.022, -0.031, 0.096, 0.097, 0.117, 0.123, 0.126, 0.127, 0.120]
}

---

3.
{
  "formula": "C19H21N3O2",
  "method": "ωB97M-V/def2-TZVPD",
  "homo_ev": -8.31,
  "homo_lumo_gap_ha": 0.3300,
  "total_charge": 0,
  "smiles": "CCC(=O)N/N=C(\\C)CC(=O)Nc1ccccc1-c1ccccc1",
  "e_tot_ev": -28609.543,
  "symbols": ["C", "C", "C", "O", "N", "N", "C", "C", "C", "C", "O", "N", "C", "C", "C", "C", "C", "C", "C", "C", "C", "C", "C", "C", "H", "H", "H", "H", "H", "H", "H", "H", "H", "H", "H", "H", "H", "H", "H", "H", "H", "H", "H", "H", "H"],
  "positions_angstrom": [[-5.368, -1.105, 0.210], [-4.310, -0.657, -0.790], [-3.304, 0.283, -0.141], [-3.385, 0.658, 1.006], [-2.313, 0.622, -1.017], [-1.208, 1.426, -0.976], [-0.980, 2.453, -0.259], [-1.809, 3.108, 0.795], [0.328, 3.128, -0.571], [1.569, 2.405, -0.028], [2.453, 3.001, 0.544], [1.557, 1.082, -0.309], [2.583, 0.151, -0.109], [3.917, 0.542, -0.085], [4.919, -0.406, 0.015], [4.602, -1.753, 0.074], [3.277, -2.145, 0.063], [2.253, -1.207, -0.011], [0.855, -1.668, 0.086], [0.019, -1.161, 1.080], [-1.252, -1.675, 1.258], [-1.714, -2.686, 0.431], [-0.902, -3.176, -0.579], [0.378, -2.677, -0.745], [-5.898, -0.244, 0.607], [-4.900, -1.622, 1.043], [-6.082, -1.772, -0.266], [-3.777, -1.521, -1.192], [-4.780, -0.130, -1.625], [-2.293, 0.095, -1.882], [-1.164, 3.538, 1.558], [-2.383, 3.917, 0.341], [-2.507, 2.411, 1.252], [0.340, 4.143, -0.175], [0.464, 3.168, -1.655], [0.679, 0.718, -0.671], [4.160, 1.590, -0.142], [5.951, -0.090, 0.036], [5.384, -2.495, 0.139], [3.019, -3.191, 0.139], [0.384, -0.385, 1.737], [-1.881, -1.288, 2.045], [-2.700, -3.100, 0.581], [-1.261, -3.961, -1.229], [1.017, -3.069, -1.524]],
  "forces_ev_per_angstrom": [[0.2, 0.1, -0.1], [-0.2, 0.0, 0.3], [0.0, -0.1, -0.2], [-0.1, 0.0, 0.3], [-0.1, 0.0, -0.5], [0.4, 0.0, -0.3], [-0.3, -0.1, 0.1], [-0.3, -0.2, 0.1], [0.3, 0.1, 0.0], [-0.5, 0.3, -0.1], [0.3, 0.2, 0.1], [-0.2, -0.4, -0.1], [0.3, -0.2, 0.0], [0.0, 0.1, 0.0], [-0.1, -0.1, 0.0], [0.1, -0.1, 0.0], [0.0, 0.1, 0.0], [0.2, 0.1, 0.0], [-0.2, 0.0, 0.0], [0.0, -0.1, 0.0], [0.0, 0.0, 0.1], [-0.1, 0.0, 0.0], [-0.1, -0.1, 0.0], [0.0, 0.1, 0.0], [-0.1, 0.0, 0.1], [0.0, 0.0, 0.1], [-0.1, -0.1, 0.0], [0.0, 0.1, -0.1], [0.1, 0.0, -0.1], [-0.1, 0.1, 0.3], [0.1, 0.1, 0.0], [0.0, 0.1, 0.0], [0.1, 0.1, 0.0], [0.1, -0.1, 0.0], [-0.1, 0.0, 0.0], [0.2, 0.1, 0.0], [0.0, 0.1, 0.0], [0.1, 0.0, 0.0], [0.1, -0.1, 0.0], [0.0, -0.1, 0.0], [0.0, 0.1, 0.1], [-0.1, 0.0, 0.1], [-0.1, 0.0, 0.0], [0.0, -0.1, 0.0], [0.1, 0.0, -0.1]],
  "lowdin_charge": [-0.093, -0.171, -0.483, 0.052, 0.067, 0.078, -0.307, -0.007, -0.045, -0.462, 0.074, 0.139, -0.163, -0.005, -0.078, -0.088, -0.032, -0.131, -0.192, -0.025, -0.081, -0.100, -0.081, -0.032, 0.078, 0.070, 0.074, 0.102, 0.119, 0.145, 0.089, 0.097, 0.052, 0.121, 0.131, 0.109, 0.106, 0.103, 0.100, 0.115, 0.126, 0.107, 0.101, 0.103, 0.116]
}

---

4.
{
  "formula": "C19H21N3O2",
  "method": "ωB97M-V/def2-TZVPD",
  "homo_ev": -8.09,
  "homo_lumo_gap_ha": 0.3180,
  "total_charge": 0,
  "smiles": "O=C(C[C@H]1NCCN(Cc2ccccc2)C1=O)Nc1ccccc1",
  "e_tot_ev": -28610.477,
  "symbols": ["O", "C", "C", "C", "N", "C", "C", "N", "C", "C", "C", "C", "C", "C", "C", "C", "O", "N", "C", "C", "C", "C", "C", "C", "H", "H", "H", "H", "H", "H", "H", "H", "H", "H", "H", "H", "H", "H", "H", "H", "H", "H", "H", "H", "H"],
  "positions_angstrom": [[-2.802, -1.697, -1.889], [-2.024, -1.184, -1.113], [-0.556, -1.615, -1.064], [-0.037, -1.976, 0.349], [0.767, -3.181, 0.269], [2.107, -2.890, -0.188], [2.831, -1.954, 0.779], [2.005, -0.807, 1.096], [2.713, 0.358, 1.613], [3.458, 1.054, 0.505], [2.742, 1.675, -0.512], [3.403, 2.286, -1.561], [4.788, 2.283, -1.603], [5.507, 1.669, -0.593], [4.845, 1.052, 0.455], [0.676, -0.754, 0.934], [0.031, 0.253, 1.214], [-2.313, -0.191, -0.241], [-3.529, 0.460, -0.025], [-4.695, 0.159, -0.723], [-5.857, 0.857, -0.448], [-5.876, 1.853, 0.513], [-4.716, 2.153, 1.209], [-3.550, 1.463, 0.944], [-0.463, -2.503, -1.690], [0.045, -0.815, -1.505], [-0.899, -2.188, 0.991], [0.800, -3.653, 1.167], [2.032, -2.421, -1.172], [2.662, -3.824, -0.290], [3.074, -2.488, 1.709], [3.764, -1.593, 0.336], [3.398, 0.029, 2.400], [1.959, 1.023, 2.039], [1.663, 1.681, -0.469], [2.838, 2.767, -2.345], [5.305, 2.762, -2.421], [6.587, 1.667, -0.621], [5.411, 0.575, 1.243], [-1.549, 0.139, 0.355], [-4.683, -0.615, -1.472], [-6.758, 0.619, -0.995], [-6.788, 2.394, 0.720], [-4.720, 2.928, 1.961], [-2.642, 1.693, 1.484]],
  "forces_ev_per_angstrom": [[-0.2, -0.1, -0.2], [0.5, 0.0, 0.0], [-0.2, 0.0, 0.0], [-0.1, 0.0, -0.1], [-0.1, -0.3, 0.3], [0.3, 0.1, 0.2], [0.0, -0.5, -0.3], [0.2, 0.0, 0.1], [-0.2, 0.2, 0.1], [0.1, 0.0, 0.1], [0.0, 0.0, 0.0], [-0.1, 0.0, 0.0], [0.1, 0.0, 0.0], [0.1, 0.0, -0.1], [-0.1, 0.0, 0.1], [-0.2, -0.3, 0.1], [-0.2, 0.3, 0.0], [0.1, 0.3, 0.3], [-0.4, 0.1, -0.1], [0.0, -0.2, -0.2], [0.0, 0.1, 0.1], [-0.2, 0.1, 0.0], [0.0, 0.0, 0.0], [0.0, 0.0, 0.0], [-0.1, 0.1, 0.1], [0.0, 0.0, -0.1], [0.2, 0.1, 0.0], [0.0, 0.1, -0.1], [0.1, 0.0, 0.0], [0.0, 0.1, -0.1], [0.1, 0.0, -0.1], [0.0, 0.0, 0.0], [0.0, 0.0, 0.0], [0.2, -0.1, 0.0], [-0.2, 0.0, 0.0], [0.0, 0.0, -0.1], [0.0, 0.0, -0.1], [0.1, 0.0, 0.0], [0.0, -0.1, 0.1], [0.0, -0.2, -0.2], [0.0, 0.0, 0.0], [-0.1, 0.0, 0.0], [-0.1, 0.0, 0.0], [0.0, 0.1, 0.1], [0.1, 0.0, 0.1]],
  "lowdin_charge": [0.068, -0.463, -0.033, -0.232, -0.025, -0.184, -0.122, -0.027, -0.090, -0.215, -0.028, -0.075, -0.089, -0.084, -0.053, -0.396, 0.027, 0.136, -0.213, -0.015, -0.087, -0.108, -0.095, -0.027, 0.127, 0.129, 0.165, 0.120, 0.124, 0.122, 0.130, 0.124, 0.131, 0.130, 0.113, 0.105, 0.102, 0.102, 0.111, 0.094, 0.097, 0.102, 0.096, 0.100, 0.109]
}

---

5.
{
  "formula": "C19H21N3O2S3",
  "method": "ωB97M-V/def2-TZVPD",
  "homo_ev": -7.77,
  "homo_lumo_gap_ha": 0.2965,
  "total_charge": 0,
  "smiles": "NS(=O)(=O)c1ccc(/N=c2\\scc(-c3cccs3)n2C2CCCCC2)cc1",
  "e_tot_ev": -61113.584,
  "symbols": ["N", "S", "O", "O", "C", "C", "C", "C", "N", "C", "S", "C", "C", "C", "C", "C", "C", "S", "N", "C", "C", "C", "C", "C", "C", "C", "C", "H", "H", "H", "H", "H", "H", "H", "H", "H", "H", "H", "H", "H", "H", "H", "H", "H", "H", "H", "H", "H"],
  "positions_angstrom": [[-6.948, -2.496, -1.972], [-5.882, -2.567, -3.211], [-5.797, -4.003, -3.592], [-6.514, -1.628, -4.185], [-4.349, -1.945, -2.501], [-4.046, -0.573, -2.496], [-2.813, -0.102, -1.972], [-1.935, -1.028, -1.401], [-0.677, -0.673, -0.922], [-0.648, 0.104, 0.133], [-1.970, 0.705, 1.101], [-0.953, 1.686, 2.064], [0.385, 1.588, 1.703], [1.364, 2.377, 2.475], [1.264, 2.432, 3.848], [2.347, 3.177, 4.489], [3.197, 3.642, 3.512], [2.749, 3.254, 1.888], [0.540, 0.648, 0.652], [1.817, 0.093, 0.154], [2.741, -0.442, 1.287], [4.015, -1.064, 0.705], [4.530, -0.436, -0.588], [4.033, 0.999, -0.775], [2.512, 1.053, -0.828], [-2.276, -2.380, -1.369], [-3.440, -2.845, -1.956], [-7.433, -1.626, -2.093], [-7.610, -3.259, -2.092], [-4.757, 0.106, -2.937], [-2.478, 0.940, -2.028], [-1.321, 2.306, 2.858], [0.520, 1.886, 4.430], [2.455, 3.183, 5.572], [4.137, 4.144, 3.714], [1.597, -0.829, -0.403], [2.235, -1.146, 1.938], [3.011, 0.418, 1.909], [3.902, -2.142, 0.501], [4.742, -0.986, 1.506], [5.638, -0.496, -0.582], [4.196, -1.007, -1.456], [4.383, 1.638, 0.029], [4.451, 1.378, -1.713], [2.141, 0.821, -1.840], [2.190, 2.089, -0.632], [-1.582, -3.083, -0.918], [-3.663, -3.909, -2.009]],
  "forces_ev_per_angstrom": [[-0.1, -0.6, 1.0], [-1.9, -0.9, -2.9], [0.6, 2.9, 1.0], [2.4, -1.2, 1.3], [0.2, 0.5, -0.2], [0.6, 0.0, 0.1], [-0.8, -0.7, -0.4], [-0.2, -0.3, 0.0], [0.2, 1.4, 1.9], [1.1, 0.2, -0.8], [-0.8, -0.3, -0.2], [2.4, -0.1, -0.6], [-2.7, -0.3, 0.1], [0.0, -0.7, 0.4], [1.1, 0.4, 0.4], [-0.9, -0.9, -2.0], [0.3, 0.1, 1.0], [-0.5, -0.2, 1.0], [0.3, -0.4, -0.2], [0.5, -0.9, 0.3], [-0.1, 1.4, -0.5], [-0.2, -0.7, 0.1], [0.5, 0.4, 0.1], [0.3, -0.4, -0.4], [-0.4, 0.4, -0.2], [-0.2, -0.5, -0.3], [-0.3, -0.3, 0.0], [-0.3, 0.4, 0.2], [0.2, -0.1, 0.1], [0.0, 0.2, -0.1], [-0.5, -0.4, 0.0], [-0.2, 0.2, 0.0], [0.2, 0.2, -0.4], [0.2, 0.4, -0.4], [-0.2, 0.1, -0.3], [-0.6, 0.5, 0.0], [-0.3, -0.1, 0.0], [0.1, -0.2, 0.1], [-0.2, 0.3, 0.3], [0.4, 0.0, 0.0], [-0.6, 0.2, -0.2], [0.0, -0.1, 0.0], [0.2, 0.1, 0.2], [-0.1, 0.2, 0.2], [0.2, 0.1, 0.3], [0.0, -0.3, 0.0], [0.0, 0.1, -0.1], [0.1, 0.2, 0.1]],
  "lowdin_charge": [-0.085, 0.678, -0.338, -0.356, -0.292, -0.036, -0.025, -0.341, 0.086, -0.537, 1.072, -0.369, -0.274, -0.487, -0.117, -0.142, -0.413, 1.047, -0.010, -0.256, -0.132, -0.193, -0.198, -0.206, -0.151, -0.014, -0.059, 0.060, 0.076, 0.106, 0.119, 0.074, 0.117, 0.104, 0.065, 0.139, 0.119, 0.086, 0.114, 0.104, 0.116, 0.111, 0.080, 0.113, 0.123, 0.091, 0.118, 0.116]
}